1.
82
Properties=species:S:1:pos:R:3:forces:R:3 method="wB97M-V/def2-TZVPD" total_charge=0 lumo_energy_ev=0.0 total_energy_ev=-95426.4854 homo_energy_ev=-9.4333 mol_weight_g_mol=686.59
P 2.8677 5.4387 2.8684 -0.1 0.0 -0.1
P -7.6474 -2.3900 0.2377 0.0 0.1 0.1
P 0.6472 -0.7298 1.5222 0.0 -0.2 0.0
P 6.7194 -2.1275 -1.8284 0.1 0.1 0.2
O -3.4999 2.5987 -2.6415 0.4 -0.7 1.0
O -1.6072 3.9614 -3.0018 0.9 -0.2 0.7
O -2.0108 2.0920 -4.3708 0.7 -0.8 0.4
O 2.0991 6.6310 3.5576 0.0 0.1 0.0
O -8.5911 -3.1736 1.2583 -0.1 -0.1 -0.2
O -7.7388 -2.8721 -1.1390 -0.2 -0.2 -0.1
O 8.1006 -2.9242 -1.8213 -0.1 -0.1 -0.2
O 1.7222 4.4952 2.2945 0.1 -0.2 0.1
O 3.8588 4.7436 3.6890 0.1 -0.2 0.1
O 2.1194 -1.2220 1.7668 0.1 0.0 0.2
O 5.9854 -2.6048 -0.5178 0.0 0.0 0.1
O -0.0433 -1.9056 0.6999 -0.1 0.2 -0.2
O 3.4140 6.2032 1.6026 0.0 0.1 -0.1
O 0.0624 -0.8779 2.9775 0.1 -0.1 0.1
O -7.9940 -0.8715 0.4741 0.1 0.1 0.1
O 7.0945 -0.6676 -1.3749 0.0 0.1 0.1
O -6.2196 -2.4315 0.9017 0.1 0.1 0.1
O 5.9709 -2.2549 -3.0776 0.0 -0.1 -0.2
O -1.7691 -0.7929 -3.2170 0.0 -0.8 -0.6
O 0.5007 0.5891 0.9009 -0.1 0.1 -0.2
N -4.0073 -0.6557 -2.2097 0.2 0.3 0.0
C 4.1656 5.4320 0.6600 0.1 -0.1 -0.1
C 2.9936 -1.2557 0.6285 0.1 0.0 -0.1
C -0.6676 -1.5867 -0.5597 -0.1 -0.1 0.0
C 8.5063 -3.6260 -3.0086 0.1 -0.1 0.0
C 5.5008 -3.9531 -0.4977 -0.1 -0.1 0.0
C 7.8217 0.1411 -2.3078 0.1 0.1 -0.1
C 1.4150 6.3403 4.7800 -0.1 0.0 0.1
C -5.5434 -3.6945 0.9120 0.1 -0.1 0.0
C 1.7157 3.0965 2.6508 -0.1 -0.1 0.0
C -9.3785 -4.2737 0.7730 -0.1 0.0 0.1
C -1.3193 -0.5486 3.1569 -0.1 0.0 0.0
C -9.2792 -0.4229 0.0284 -0.1 0.1 -0.1
B -1.1048 2.9580 -3.8026 0.1 0.5 -0.9
B -2.8325 1.6123 -3.3536 -1.1 0.2 -1.3
B -2.8856 -0.0515 -2.9257 -0.5 0.0 -0.1
B -2.5458 3.4650 -2.1349 -0.8 0.7 0.1
H 8.8752 -0.1406 -2.3032 0.0 0.0 0.0
H 0.4699 5.8382 4.5685 0.0 0.0 0.0
H 4.9008 -4.0658 0.4002 0.0 0.1 0.0
H -4.0079 -0.3396 -1.2382 -0.1 -0.4 0.0
H 7.4124 0.0405 -3.3132 0.0 0.0 0.0
H 4.9736 4.8954 1.1575 0.0 0.0 0.0
H 4.0135 -1.3062 0.9961 0.0 0.0 0.1
H -8.7412 -5.1200 0.5229 0.0 0.0 0.0
H -1.5169 -0.5640 4.2240 0.1 0.0 0.0
H -4.8512 -0.2356 -2.6004 -0.1 0.0 0.3
H 9.3750 -4.2217 -2.7423 0.0 0.0 0.1
H -9.2953 0.6573 0.1319 0.1 0.0 0.0
H -5.9430 -4.3249 1.7073 0.0 0.0 0.0
H -10.0559 -4.5556 1.5744 0.0 0.0 0.1
H 6.3356 -4.6539 -0.4619 0.0 0.0 0.0
H 3.5136 4.7263 0.1432 0.0 0.0 0.0
H 2.0288 5.7187 5.4326 0.0 0.0 0.0
H 0.0608 2.7897 -3.9301 0.1 0.2 -0.2
H 0.0785 -1.3408 -1.3104 0.0 0.0 0.0
H 2.8794 -0.3590 0.0194 0.0 0.0 0.0
H 8.7761 -2.9235 -3.7950 0.0 0.0 0.0
H 0.9699 2.6024 2.0377 0.0 0.1 -0.1
H -1.9516 -1.2881 2.6634 0.0 0.0 0.0
H -1.7315 -1.0383 -4.1624 0.4 0.4 0.7
H -2.5089 3.6787 -0.9688 -0.1 0.3 0.0
H 2.6862 2.6442 2.4599 0.0 0.0 0.1
H 7.7246 1.1726 -1.9842 0.0 0.0 0.1
H 4.5847 6.1269 -0.0612 0.0 0.1 0.0
H 4.8842 -4.1544 -1.3739 0.0 0.0 0.0
H -4.4931 -3.4969 1.1029 0.0 0.1 0.0
H -9.4396 -0.6891 -1.0163 0.0 0.0 0.0
H 1.4589 2.9765 3.7029 0.1 0.0 0.0
H -1.2265 -2.4595 -0.8818 0.0 -0.1 0.1
H 1.2165 7.2875 5.2722 0.0 0.0 0.0
H -5.6426 -4.1970 -0.0502 0.0 0.0 0.0
H 2.7838 -2.1406 0.0261 0.0 0.0 0.0
H -10.0662 -0.8551 0.6477 0.0 0.0 0.0
H -1.3516 -0.7486 -0.4428 0.0 0.1 0.0
H -9.9542 -3.9848 -0.1034 0.1 0.0 0.0
H -1.5345 0.4453 2.7638 0.0 0.0 0.0
H 7.7139 -4.2799 -3.3654 0.0 0.0 0.0

2.
71
Properties=species:S:1:pos:R:3:forces:R:3 method="wB97M-V/def2-TZVPD" total_charge=+3 lumo_energy_ev=-11.1 total_energy_ev=-46090.0133 homo_energy_ev=-15.5249 e_above_lowest_kj_mol=0.0 mol_weight_g_mol=706.12
Ba -1.9264 -1.5425 -3.8327 0.7 3.6 -0.5
Ba -1.6605 -3.6648 -0.6891 2.3 0.9 1.4
F -3.0978 4.8044 -3.6934 1.0 0.0 -0.1
F -4.6481 3.8419 -2.6129 -0.7 0.3 0.9
F -4.3761 3.3329 -4.6685 1.4 0.0 0.9
O -2.7077 2.5069 -1.5534 0.0 0.4 0.5
O 4.1890 -2.3727 3.5697 0.7 0.5 -0.8
O 0.9058 -4.2733 0.1629 -2.6 -0.2 -0.7
O -2.1200 0.1873 3.0693 -0.8 -1.7 -1.9
O -3.2288 1.1505 -3.2894 0.8 0.4 0.4
O -1.0571 -1.7170 1.1405 -1.7 -0.7 -0.9
O 3.0745 0.2801 -2.3623 -0.3 0.7 -0.4
O -0.0846 -1.2684 -1.8497 -1.9 -2.0 0.7
O 2.9970 2.9089 3.6369 1.3 0.3 1.4
O -0.4194 0.3077 -5.0031 -1.4 -1.1 -0.5
N -3.2339 0.1401 -0.2780 0.5 -1.0 1.1
N -2.3933 -3.1508 3.4142 -0.3 -1.0 0.4
C 4.2471 -2.0377 2.1795 -1.4 -0.1 0.3
C -2.7971 2.4586 -2.9634 0.3 -2.0 -1.6
C 3.9300 -0.5057 -1.5774 -0.3 -0.5 0.6
C -1.7628 3.4080 -0.9468 -0.8 1.2 1.1
C 0.1055 -1.0356 0.7694 1.7 -1.1 -2.4
C 0.1746 -0.4372 -0.7138 -1.5 0.1 0.3
C 0.9075 0.5471 -4.6469 2.2 0.7 1.1
C -1.2978 0.7336 4.0013 1.5 2.7 2.4
C 1.9600 -4.9546 -0.5257 1.5 0.2 1.0
C -2.3373 3.7153 0.4964 1.0 -1.1 -1.1
C -3.6903 3.6441 -3.5065 -2.4 -1.5 -0.5
C 2.8436 1.6270 3.1272 -2.1 0.1 -1.9
H 1.1284 -3.3443 0.2578 0.5 0.3 0.2
H 1.0567 1.6084 -4.4479 0.0 0.1 -0.1
H 3.1082 0.7336 3.6929 0.5 0.8 0.6
H -2.2108 -4.1103 3.1570 0.3 -0.6 0.3
H -3.1206 0.9138 -0.9172 0.3 1.5 -2.1
H 4.9107 -0.5002 -2.0533 -0.2 -0.3 0.2
H -0.2476 0.8873 3.7532 0.2 -0.7 -0.7
H 4.6619 -1.0636 1.9204 0.5 0.0 0.4
H 2.8010 -4.6692 0.1062 0.7 -0.4 -0.6
H 1.1298 0.0619 -0.8769 0.0 -0.1 0.7
H -0.5871 0.3408 -0.7643 0.0 0.6 0.1
H 5.0517 -2.1406 3.9211 0.1 -0.2 0.4
H 2.1191 -4.6187 -1.5504 -0.2 0.0 0.0
H 1.7679 1.5870 2.9558 -0.7 -0.9 0.0
H 2.1956 0.2485 -1.9776 0.3 0.1 -0.2
H 1.6317 0.2399 -5.4013 -0.2 -0.1 -0.1
H 4.0017 -0.1976 -0.5343 0.3 0.8 0.0
H -1.9754 -2.5563 2.7128 0.5 1.3 -0.9
H -1.2873 0.2333 4.9697 -0.3 -0.1 0.1
H -3.3962 -3.0823 3.5128 -0.5 0.6 0.0
H -1.8176 2.6617 -3.3964 0.5 0.0 0.0
H -1.9801 -2.9710 4.3181 0.4 0.2 0.6
H 0.5576 -0.3314 1.4678 -0.7 0.5 0.3
H 3.2044 1.5315 2.1031 0.8 -0.1 -0.1
H -3.9103 0.4543 0.4031 -0.5 -0.3 0.5
H -1.5409 -0.3673 2.5415 -0.3 -0.4 -0.6
H -2.3674 2.7992 1.0863 -0.1 -0.2 0.2
H -2.3424 -0.0317 0.1644 0.7 0.4 0.9
H 3.4551 -1.4793 -1.4562 0.6 -0.7 -0.5
H -0.4943 0.5934 -5.9166 -0.5 0.2 -0.2
H -1.6985 4.4022 -1.3890 -0.6 -0.1 -0.7
H 4.6668 -2.8214 1.5488 0.3 -0.1 0.1
H 0.8995 -1.7805 0.7169 0.7 -0.3 0.2
H 1.1682 0.0349 -3.7207 -0.3 -0.2 -0.2
H 1.8644 -6.0369 -0.4394 -0.4 0.2 -0.1
H 2.7229 3.5716 2.9986 0.1 -0.2 -0.1
H -0.7563 3.0227 -1.1103 0.2 -0.4 0.8
H -3.3593 4.0662 0.3528 0.2 0.2 0.1
H 3.1899 -1.9457 1.9308 -0.2 -0.1 -0.4
H -3.3991 -0.7718 -0.6795 -1.1 0.5 -0.4
H -1.5755 1.7808 4.1206 -0.4 0.0 0.6
H -1.7216 4.4130 1.0641 -0.1 0.2 -0.3

3.
64
Properties=species:S:1:pos:R:3:forces:R:3 method="wB97M-V/def2-TZVPD" total_charge=+2 lumo_energy_ev=-6.2 total_energy_ev=-41260.6837 homo_energy_ev=-10.9430 e_above_lowest_kj_mol=581.1 mol_weight_g_mol=355.95
Cl -7.1198 -16.6816 -18.9427 2.3 3.1 -2.6
O -7.4706 -16.0484 -20.2197 -1.2 -1.4 0.5
O -8.0914 -16.4220 -17.9397 -0.7 -0.5 0.5
O -6.8019 -18.0754 -19.0940 -0.5 -0.2 0.3
O -5.8902 -15.9333 -18.6416 0.6 -0.7 1.5
N -2.7640 -13.0352 -13.2563 0.5 -0.3 0.0
N -8.9400 -9.0746 -22.6756 1.2 0.4 0.8
N -2.4750 -24.0701 -22.6843 -1.1 -0.5 0.7
N -2.5370 -21.9098 -17.7840 -0.2 -0.4 -0.5
N -4.6197 -10.5136 -20.2827 -0.8 -0.3 0.7
C -9.6234 -8.2122 -21.7319 1.6 1.7 0.7
C -1.6633 -22.9749 -23.2743 0.4 -0.7 -0.9
C -3.9204 -24.0113 -23.0566 0.4 1.3 1.8
C -9.7521 -10.1549 -23.0766 -1.1 -0.5 -0.1
C -4.8558 -24.8190 -22.1314 -0.2 -0.7 -0.4
C -7.4402 -9.2369 -24.7364 0.9 -0.2 0.6
C -9.8385 -8.5485 -20.2350 0.2 -1.0 -0.9
C -1.8491 -25.8047 -24.5508 -0.7 -0.1 1.0
C -2.0364 -25.4458 -22.9957 1.9 0.7 -1.5
C -11.0939 -9.7626 -23.7385 0.7 -0.9 -0.1
C -8.1807 -8.3515 -23.7282 -0.9 -0.6 -0.2
C -0.1704 -22.8218 -22.8529 -1.6 -2.0 -0.2
H -2.0389 -21.9578 -23.1624 -1.1 -0.4 0.2
H -1.8993 -26.8822 -24.7075 0.3 -0.1 0.3
H -8.0155 -9.7228 -25.5245 -0.4 0.2 0.2
H -1.8350 -13.2413 -12.9177 0.9 0.4 -0.1
H -0.8739 -25.4451 -24.8790 -0.1 0.0 -0.1
H -10.5572 -7.8102 -22.1249 0.0 0.3 -0.1
H -4.5105 -25.0375 -21.1209 0.4 0.7 0.1
H -11.8066 -9.3312 -23.0357 0.2 0.3 -0.1
H 0.2728 -23.7714 -23.1529 0.7 0.2 -0.1
H -6.8732 -10.0175 -24.2293 0.0 -0.3 0.1
H -9.1129 -10.8002 -23.6793 -0.5 -0.3 -0.2
H -2.8128 -22.6582 -17.1644 -0.1 0.3 1.4
H -11.5459 -10.7062 -24.0441 -0.1 0.1 -0.4
H -2.8418 -12.1419 -13.7211 0.2 0.7 0.2
H -5.4803 -10.1394 -20.6561 -0.3 0.7 -0.9
H -2.6132 -25.4462 -25.2406 -0.1 0.4 0.2
H -4.8039 -11.5064 -20.2589 0.4 -0.9 -0.1
H -10.6476 -9.2731 -20.1438 0.0 0.1 0.5
H -6.6764 -8.6334 -25.2269 -0.1 0.2 -0.1
H -5.7908 -24.2610 -22.0808 -0.1 -0.2 0.2
H 0.2584 -21.9792 -23.3954 0.1 -0.1 0.4
H -4.2198 -22.9889 -22.8262 0.1 0.3 -0.4
H -3.7709 -10.2676 -20.7716 0.2 0.1 -0.5
H -8.9299 -8.9355 -19.7737 0.1 -0.4 -0.2
H -7.4935 -7.6871 -23.2042 0.1 0.0 -0.1
H -3.3170 -21.3045 -17.9972 -0.8 0.0 -0.5
H -4.1525 -24.1624 -24.1108 0.2 -0.3 -0.2
H -1.8005 -21.2775 -17.5050 0.7 -0.3 0.6
H -10.0333 -10.6753 -22.1611 0.2 -0.5 0.0
H -10.0093 -7.6335 -19.6678 -0.6 0.0 -0.3
H -1.6985 -23.2635 -24.3248 0.4 0.9 -0.6
H -8.8059 -7.7424 -24.3810 -0.5 0.5 0.3
H -2.9599 -13.7307 -13.9620 -0.7 -0.7 -0.1
H -4.5906 -10.1972 -19.3240 0.3 0.2 0.5
H -0.1145 -22.8241 -21.7643 0.3 0.6 0.0
H -1.0008 -25.5209 -22.6643 0.0 -0.2 0.5
H -2.2500 -22.4835 -18.5641 0.3 0.4 -1.3
H -2.5930 -26.1733 -22.4049 -0.3 0.2 -0.4
H -10.9005 -9.1161 -24.5945 -0.4 0.0 0.0
H -5.1031 -25.8284 -22.4603 0.0 0.0 -0.6
H -8.8656 -7.4363 -21.6232 -0.5 0.9 -0.3
H -3.3257 -13.0854 -12.4184 -1.0 -0.1 0.1